Record 1
# C5H13O2

2 unconnected molecules or ions with the total composition C5H13O2 (ωB97M-V/def2-TZVPD, OMol25).

Geometry (Å):
O -3.08 -0.83 -1.26
O 2.25 -0.31 3.50
C -2.23 -1.49 -0.38
C -0.89 -0.70 -0.12
C -0.86 0.62 -0.83
C 1.71 0.67 -1.10
C 0.43 1.39 -0.69
H 0.62 1.61 0.37
H 2.37 -0.71 4.38
H -1.73 1.21 -0.52
H -2.81 -1.57 0.53
H 2.58 1.21 -0.74
H -0.12 -1.36 -0.51
H -1.01 0.41 -1.90
H 0.42 2.30 -1.29
H -2.12 -2.49 -0.80
H 1.92 0.67 -2.19
H 1.85 -0.39 -0.88
H 1.47 0.27 3.49
H -0.76 -0.52 0.95

Computed properties:
**HOMO (spin up / spin down)**: -10.52 / -9.95 eV
**Multiplicity**: 2
**Molar mass**: 105.157 g/mol
**DFT total energy**: -9488.1531 eV
**Energy relative to the best compared isomer or geometry (same formula, charge and spin)**: 17.8 kcal per mole



Record 2
# C4H8N2O2

2 unconnected molecules or ions with the total composition C4H8N2O2 (ωB97M-V/def2-TZVPD, OMol25).

Geometry (Å):
O 1.71 -0.24 -1.21
O 3.13 -0.33 0.56
N 0.59 0.81 0.83
N -0.47 0.56 0.11
C 2.33 -0.24 -0.25
C -0.78 -0.69 -0.19
C -0.13 -1.75 0.52
C -1.29 1.59 -0.52
H -1.81 2.14 0.22
H -1.63 -0.80 -0.91
H 0.53 -2.25 -0.11
H -0.44 2.16 -1.01
H 0.34 -1.35 1.34
H -2.04 1.17 -1.19
H 0.77 1.84 0.87
H -0.83 -2.63 0.94

Computed properties:
**HOMO (spin up / spin down)**: -7.81 / -7.80 eV
**Molar mass**: 116.120 g/mol
**DFT total energy**: -11350.6689 eV
**Energy relative to the best compared isomer or geometry (same formula, charge and spin)**: 79.4 kcal per mole



Record 3
# C25H47Br4N2O10PS5

A molecular structure, C25H47Br4N2O10PS5 (ωB97M-V/def2-TZVPD, OMol25).

Geometry (Å):
Br -1.12 3.70 0.86
Br 5.11 3.09 -1.24
Br 4.20 -0.88 1.04
Br -0.49 0.95 2.96
S -2.43 -4.44 3.98
S -2.22 3.37 -3.48
S 2.41 3.86 -0.12
S -2.29 -3.13 -3.91
S 2.86 1.19 -1.29
P 3.73 3.50 2.44
O -2.27 -3.11 3.45
O 4.58 4.65 2.03
O -1.58 -4.91 5.04
O 3.88 0.31 -1.76
O -2.72 -3.51 -2.59
O 1.85 0.38 -0.39
O -2.72 2.79 -2.26
O -2.12 -4.13 -4.93
O 2.07 1.89 -2.26
O -2.04 2.52 -4.63
N 1.34 -0.91 1.40
N 5.88 1.25 2.72
C -0.71 4.26 -3.18
C -1.00 -1.02 -4.80
C 2.97 0.53 3.23
C -2.29 6.02 -3.77
C -3.55 -6.60 3.00
C -3.33 -1.81 -4.55
C -4.72 -5.71 3.47
C 1.72 0.43 1.05
C 0.21 -3.03 1.20
C 2.58 -1.66 4.39
C 5.47 1.81 1.42
C -2.41 -5.64 2.65
C -4.15 -4.68 4.45
C -1.47 0.98 0.02
C 3.41 -0.74 3.91
C 3.93 2.00 1.30
C 0.79 -1.84 0.43
C -2.45 -0.55 -4.60
C 3.15 0.68 1.70
C -0.85 5.54 -4.00
C -0.79 -2.15 -3.80
C -0.33 1.95 0.32
C 0.61 1.51 1.46
C 3.59 2.50 -0.18
C -3.21 4.80 -3.95
H -2.56 6.81 -4.47
H 1.58 -2.20 -0.23
H -0.46 -2.66 1.98
H -0.87 -1.39 -5.81
H -4.66 -3.73 4.40
H -2.53 0.00 -3.66
H -4.15 -5.05 5.48
H -3.67 -2.11 -5.54
H -0.30 -0.21 -4.63
H 5.94 2.79 1.29
H -2.61 -5.10 1.72
H 0.06 -2.79 -4.02
H -2.38 1.30 0.53
H -2.77 0.12 -5.39
H 4.08 3.06 3.72
H -4.08 4.83 -3.30
H -4.19 -1.70 -3.88
H 6.87 1.05 2.66
H -0.72 -1.78 -2.78
H 0.87 -0.94 2.28
H -3.52 4.66 -4.98
H 1.00 -3.64 1.64
H 1.10 2.40 1.84
H -3.82 -7.22 2.15
H -0.67 4.47 -2.11
H -0.01 -1.43 -0.18
H -2.39 6.42 -2.76
H -5.15 -5.20 2.61
H 0.22 2.22 -0.56
H -1.43 -6.10 2.62
H 5.81 1.96 3.44
H 2.52 4.16 -1.42
H -0.39 -3.63 0.53
H 2.36 3.80 2.55
H 1.51 -1.62 4.29
H 0.13 3.63 -3.46
H -0.12 6.29 -3.69
H -1.25 -0.02 0.38
H -1.70 0.99 -1.04
H -0.68 5.32 -5.05
H 2.97 -2.51 4.94
H -3.24 -7.26 3.81
H 5.80 1.15 0.63
H -5.51 -6.30 3.93
H 1.92 0.67 3.49
H 3.53 1.31 3.72
H 4.48 -0.84 4.09

Computed properties:
**HOMO**: -8.86 eV
**Molar mass**: 1046.580 g/mol
**DFT total energy**: -393774.2287 eV



> Which of these has the highest molar mass?

C25H47Br4N2O10PS5